DFT (wB97M-V/def2-TZVPD) results for a structure of composition C32H54GaGeNOSe2Te.

Net charge   +3
Molecular weight   896.64 g/mol
Expectation value of S²   0.7535
E_tot   -10453.29297 hartree
Relative energy (zero: lowest compared OMol25 entry of this formula, charge and spin)   48.2 kcal per mole
Kohn-Sham gap (spin up / spin down)   7.2 / 3.8 eV
2S+1   2
E_LUMO (spin up / spin down)   -0.29921 / -0.42167 hartree

```
93
Properties=species:S:1:pos:R:3:forces:R:3
Ga 0.5566 -0.9920 -1.1635 0.00 -0.14 0.08
C -4.8398 2.6454 -1.3003 0.01 -0.01 -0.03
Se -3.5881 1.2060 -1.0589 -0.10 0.07 -0.05
C -3.7224 0.9655 0.8679 0.03 -0.02 0.02
C -3.8482 -0.5008 1.2385 0.08 -0.12 0.02
Se -2.4124 -1.5991 0.4675 -0.10 0.17 -0.05
C -2.7049 -3.1788 1.5591 -0.01 -0.01 0.00
H -4.5307 3.4696 -0.6556 -0.01 0.00 0.00
H -5.8283 2.2881 -1.0074 0.00 -0.01 0.01
H -4.8192 2.9317 -2.3480 -0.01 0.01 0.00
H -4.5701 1.5578 1.2096 -0.02 -0.02 0.00
H -2.7996 1.3999 1.2610 -0.02 0.03 0.01
H -4.7970 -0.9101 0.8973 -0.01 -0.01 0.03
H -3.7977 -0.5923 2.3227 0.02 0.03 0.00
H -3.7329 -3.5079 1.4363 0.00 -0.01 0.00
H -2.4834 -2.9528 2.5977 0.01 0.00 0.00
H -2.0305 -3.9455 1.1868 0.00 -0.01 0.01
C -1.9018 -1.0454 -6.2750 0.08 0.00 -0.03
C -0.5158 -1.2501 -6.8799 0.02 0.02 0.00
C 0.4829 -1.9451 -5.9590 0.00 0.05 -0.02
C 0.7006 -1.2448 -4.6083 0.01 0.03 0.03
Ge -0.7289 -1.5146 -3.3007 0.07 -0.02 0.01
C -1.1525 -3.3876 -2.8910 -0.04 0.01 0.03
C -2.2999 -4.0699 -3.6564 0.02 0.00 0.00
C -3.6972 -3.8188 -3.0956 0.00 0.01 0.01
C -4.1811 -2.3722 -3.1505 0.02 -0.03 -0.01
H -2.6392 -0.8439 -7.0506 -0.03 0.02 0.02
H -1.9272 -0.1971 -5.5861 -0.01 -0.01 0.01
H -2.2404 -1.9411 -5.7425 -0.03 -0.02 -0.02
H -0.1054 -0.2835 -7.1824 -0.02 0.00 -0.02
H -0.6004 -1.8402 -7.7929 0.00 -0.01 0.01
H 1.4501 -1.9754 -6.4645 0.00 -0.06 0.02
H 0.1922 -2.9890 -5.8011 -0.04 0.01 0.01
H 0.8652 -0.1735 -4.7450 -0.01 0.00 0.00
H 1.5953 -1.6501 -4.1276 0.03 0.01 -0.06
H -1.8266 -0.4580 -3.1996 -0.01 0.02 0.03
H -1.3314 -3.4753 -1.8155 -0.02 -0.01 -0.01
H -0.2082 -3.9005 -3.0967 -0.02 -0.02 0.00
H -2.1088 -5.1443 -3.6135 0.00 0.00 -0.02
H -2.2692 -3.8098 -4.7165 0.00 0.01 -0.01
H -3.7344 -4.1776 -2.0616 -0.01 0.00 0.00
H -4.3939 -4.4444 -3.6553 0.00 -0.01 0.01
H -3.6493 -1.7465 -2.4278 0.01 0.00 -0.01
H -5.2441 -2.3173 -2.9146 -0.01 0.00 0.00
H -4.0444 -1.9436 -4.1461 -0.02 0.01 0.00
C 2.5915 0.9389 1.0813 0.00 0.02 -0.06
C 2.7080 -0.5063 0.6839 -0.06 -0.02 0.12
O 3.8723 -1.0153 1.0966 0.05 -0.01 0.12
N 1.8361 -1.1968 0.0631 0.26 -0.03 -0.10
Te 4.3082 -2.9417 0.8455 -0.13 0.00 0.00
C 6.4040 -2.8505 0.9891 -0.05 -0.01 0.02
C 7.1821 -1.7112 0.7862 -0.03 0.05 -0.03
C 6.6447 -0.3621 0.3893 0.04 -0.02 -0.01
C 8.5554 -1.8531 0.9572 -0.01 -0.01 -0.04
C 9.1486 -3.0676 1.2754 0.03 -0.01 0.00
C 10.6332 -3.1882 1.4508 -0.01 -0.01 0.00
C 8.3318 -4.1899 1.4000 0.02 0.00 0.05
C 6.9570 -4.1119 1.2650 -0.01 -0.02 0.00
C 6.1240 -5.3638 1.3963 0.01 0.07 0.00
C 3.7450 -3.4941 2.7740 0.06 0.04 -0.11
C 2.7394 -4.4677 2.8733 0.01 -0.03 0.01
C 2.0043 -5.0736 1.7030 0.03 0.01 0.02
C 2.4254 -4.9414 4.1410 -0.04 0.00 -0.03
C 3.0674 -4.4773 5.2806 0.01 0.00 0.02
C 2.7119 -5.0004 6.6397 0.00 0.01 -0.01
C 4.0434 -3.4907 5.1379 0.01 -0.01 0.00
C 4.4142 -2.9829 3.9049 0.01 0.01 0.03
C 5.4985 -1.9384 3.8574 -0.03 -0.03 0.00
H 3.3344 1.2028 1.8279 -0.01 0.01 0.00
H 1.5924 1.1312 1.4670 0.00 0.00 0.00
H 2.7506 1.5635 0.1998 0.02 0.00 0.00
H 5.7796 -0.4404 -0.2674 0.03 0.02 -0.02
H 7.4121 0.1931 -0.1459 0.02 0.00 0.02
H 6.3601 0.2274 1.2630 -0.04 -0.01 -0.01
H 9.1824 -0.9812 0.8123 0.00 0.00 0.00
H 11.1343 -2.2345 1.3031 0.00 0.00 0.00
H 11.0461 -3.9071 0.7422 0.00 0.00 -0.01
H 10.8710 -3.5499 2.4520 0.00 0.01 0.00
H 8.7821 -5.1542 1.6054 -0.01 0.00 0.00
H 6.7639 -6.2433 1.4177 0.00 0.00 -0.03
H 5.4512 -5.5024 0.5384 -0.03 -0.01 0.02
H 5.5326 -5.3714 2.3133 0.01 -0.02 0.01
H 2.0615 -4.4797 0.7907 -0.04 0.01 -0.01
H 0.9496 -5.1877 1.9511 0.00 -0.02 0.01
H 2.3883 -6.0712 1.4805 0.02 0.02 -0.02
H 1.6617 -5.7051 4.2351 0.00 0.00 0.01
H 2.1734 -5.9438 6.5784 0.00 0.00 0.00
H 2.0778 -4.2827 7.1641 0.00 0.00 0.00
H 3.6044 -5.1464 7.2468 0.00 0.00 0.00
H 4.5408 -3.1115 6.0231 0.00 0.00 0.00
H 5.5923 -1.4634 4.8317 -0.01 0.00 0.00
H 5.2921 -1.1579 3.1261 0.02 0.00 -0.01
H 6.4642 -2.3853 3.6163 0.00 0.01 0.00
```
Forces are in eV/Å.